Record 1
Here is 5 unconnected molecules or ions with the total composition C15H28ClN5O2PS from the OMol25 dataset. Energies are from ωB97M-V/def2-TZVPD.

The value obtained for the HOMO energy is -13.276 eV. As for the total charge: +1. The calculation puts the total energy at -2212.06776 Eh.

```
53
C15H28ClN5O2PS ωB97M-V/def2-TZVPD
C 2.151 -1.409 4.336
C 1.181 -1.355 3.192
O 0.265 -2.101 3.058
N 1.422 -0.366 2.117
C 2.627 -0.690 1.311
S 1.164 1.259 2.250
C -0.632 1.541 2.161
C -1.552 0.454 2.714
C -1.546 0.322 4.237
Cl -3.179 0.938 2.121
P 1.819 2.033 4.239
C 3.122 3.070 3.510
O 0.587 3.108 4.381
H 3.116 -0.958 4.110
H 2.269 -2.451 4.629
H 1.719 -0.866 5.180
H 2.638 -0.056 0.424
H 3.558 -0.554 1.867
H 2.535 -1.727 0.990
H -0.798 1.664 1.089
H -0.796 2.503 2.648
H -1.346 -0.491 2.216
H -1.101 -0.621 4.554
H -2.563 0.347 4.623
H -1.005 1.146 4.705
H 2.714 3.845 2.860
H 3.822 2.450 2.941
H 3.670 3.538 4.332
H 0.567 3.504 5.264
C 0.475 -0.882 -1.857
C 1.179 0.393 -1.795
N 1.721 1.399 -1.679
H 0.742 -1.427 -2.760
H 0.734 -1.492 -0.992
H -0.602 -0.721 -1.855
C -1.734 -0.861 -5.240
C -1.215 -2.101 -4.677
N -0.816 -3.071 -4.209
H -2.654 -0.583 -4.729
H -1.011 -0.058 -5.114
H -1.943 -0.984 -6.300
C -2.932 -4.496 -0.823
C -2.669 -3.078 -1.029
N -2.462 -1.962 -1.195
H -3.240 -4.672 0.206
H -3.723 -4.823 -1.494
H -2.030 -5.067 -1.036
C -0.351 2.881 -7.886
C -1.403 2.447 -6.975
N -2.239 2.105 -6.267
H 0.494 3.267 -7.320
H -0.020 2.042 -8.496
H -0.731 3.665 -8.538
```

---

Record 2
Here is a molecular structure, C15H28ClNO4SSi3Sn from the OMol25 dataset. Energies are from ωB97M-V/def2-TZVPD.

The value obtained for the HOMO energy (alpha / beta) is -3.415 / -4.530 eV. Its energy relative to the best compared isomer or geometry (same formula, charge and spin) is 23.1 kcal/mol. As for the total charge: -1. The spin multiplicity is 2. The calculation puts the total energy at -2885.07890 Eh.

```
54
C15H28ClNO4SSi3Sn ωB97M-V/def2-TZVPD
Sn 0.497 -0.001 -0.459
C -2.948 0.316 1.855
Si -1.323 1.181 2.327
C -1.372 2.850 1.431
C -1.524 1.627 4.171
C 0.161 0.064 2.034
Si 1.766 0.689 2.776
C 1.986 2.507 2.286
C 1.848 0.587 4.678
C 3.328 -0.250 2.240
Si -0.210 -1.712 2.433
C -1.058 -2.047 4.104
C 1.289 -2.872 2.426
C -1.350 -2.489 1.104
C -2.138 -3.619 1.308
C -2.917 -4.115 0.273
C -2.898 -3.461 -0.952
C -2.099 -2.339 -1.085
N -1.348 -1.878 -0.087
H -3.807 0.955 2.075
H -3.088 -0.623 2.395
H -2.966 0.090 0.786
H -2.393 3.239 1.443
H -1.075 2.753 0.386
H -0.726 3.587 1.910
H -2.439 2.201 4.335
H -0.685 2.233 4.519
H -1.569 0.729 4.793
H 1.314 3.159 2.848
H 1.754 2.618 1.224
H 3.008 2.855 2.448
H 1.023 1.123 5.150
H 2.784 1.017 5.042
H 1.803 -0.453 5.012
H 3.212 -0.667 1.239
H 3.581 -1.064 2.923
H 4.184 0.428 2.203
H -0.459 -1.605 4.905
H -1.146 -3.118 4.305
H -2.054 -1.607 4.156
H 1.988 -2.611 3.224
H 1.826 -2.811 1.476
H 0.973 -3.907 2.574
H -2.145 -4.106 2.275
H -3.530 -4.997 0.415
H -3.483 -3.818 -1.789
H -2.065 -1.769 -2.010
O -0.673 2.592 -3.701
Cl -1.291 1.491 -3.045
O -2.642 1.326 -3.479
O -0.557 0.276 -3.317
O -1.290 1.732 -1.604
S 3.678 0.760 -2.046
C 2.643 0.588 -0.872
```

---

Record 3
Here is a molecular structure, C15H28F6GdNO3P2 at a distorted geometry from the OMol25 dataset. Energies are from ωB97M-V/def2-TZVPD.

The value obtained for the HOMO energy (alpha / beta) is -6.333 / -6.328 eV. Its energy relative to the best compared isomer or geometry (same formula, charge and spin) is 8.0 kcal/mol. As for the total charge: 0. The spin multiplicity is 8. The calculation puts the total energy at -2916.35657 Eh.

```
56
C15H28F6GdNO3P2 ωB97M-V/def2-TZVPD
C 2.070 2.312 -2.980
C 1.669 1.588 -1.836
N 0.424 0.970 -1.828
C -0.186 0.794 -3.026
C 0.328 1.281 -4.220
C 1.441 2.112 -4.184
C 2.614 1.482 -0.774
P 2.343 0.430 0.656
Gd -0.469 -0.071 0.330
P -2.475 -0.280 -1.632
C -1.399 -0.118 -3.150
O 1.878 4.702 0.295
O 0.450 2.832 3.021
H 2.956 2.950 -2.873
H -0.188 1.025 -5.150
H 1.837 2.533 -5.115
C 3.662 -0.706 0.144
C 3.013 1.183 2.182
H -2.071 0.218 -3.958
H -1.074 -1.147 -3.383
H 1.869 3.735 0.255
H 3.286 2.326 -0.740
C -3.263 -1.889 -1.989
C -3.810 0.875 -2.052
H -1.990 1.614 1.030
H -0.358 3.241 3.387
H 0.594 3.327 2.169
H 1.116 4.920 -0.240
H -0.098 -1.715 -0.711
H -2.449 1.263 0.574
H 4.625 -0.228 0.357
H 3.543 -1.660 0.660
H 3.560 -0.835 -0.939
H 4.070 1.459 2.084
H 2.420 2.047 2.506
H 2.910 0.444 2.991
H -4.354 0.522 -2.935
H -4.494 0.953 -1.200
H -3.403 1.872 -2.244
H -3.992 -1.777 -2.803
H -2.500 -2.628 -2.260
H -3.771 -2.239 -1.080
C -1.658 -3.578 2.019
C -0.789 -2.504 2.638
O -0.795 -1.311 1.933
C -1.305 -2.190 4.092
F -1.377 -3.311 4.871
F -0.536 -1.285 4.737
F -2.561 -1.662 4.010
C 0.706 -2.994 2.702
F 0.865 -4.157 3.382
F 1.170 -3.193 1.421
F 1.536 -2.070 3.255
H -2.701 -3.238 2.051
H -1.537 -4.514 2.579
H -1.357 -3.708 0.970
```